# 1
Formula: C48H70HfN6O12
Source: the Open Molecules 2025 dataset
Level of theory: ωB97M-V/def2-TZVPD

Relative energy (zero: lowest compared OMol25 entry of this formula, charge and spin)   20.541 eV
Total energy   -3149.07699 Eh
Strongest force on any atom   6.6 eV Å⁻¹
E_HOMO   -5.734 eV
LUMO   -4.09 eV

Structure (ORCA input):
```
! RIJCOSX wB97M-V def2-TZVPD def2/J DEFGRID3
* xyz 0 1
Hf 6.67 -19.00 12.16
C 13.73 -17.60 9.46
C 13.16 -16.20 9.08
C 14.31 -15.65 8.22
C 13.96 -14.37 7.45
C 12.59 -14.62 6.69
C 11.40 -15.19 7.45
N 11.86 -16.28 8.36
O 10.73 -16.94 9.08
C 10.37 -15.71 6.43
C 10.74 -14.07 8.20
C 12.94 -15.42 10.39
H 13.05 -18.16 10.11
H 14.57 -17.38 10.11
H 14.01 -18.17 8.57
H 14.82 -16.43 7.66
H 15.16 -15.45 8.88
H 14.75 -13.97 6.82
H 13.89 -13.62 8.25
H 12.78 -15.23 5.81
H 12.48 -13.66 6.18
H 10.14 -15.01 5.62
H 9.42 -15.97 6.89
H 10.86 -16.65 6.17
H 11.41 -13.71 8.99
H 9.87 -14.44 8.74
H 10.42 -13.26 7.55
H 13.72 -15.47 11.14
H 12.08 -15.69 11.00
H 12.85 -14.34 10.28
C 7.93 -26.13 9.52
C 8.41 -24.79 8.73
C 9.26 -25.02 7.48
C 8.49 -25.43 6.20
C 7.49 -24.36 5.84
C 6.53 -24.06 7.02
N 7.22 -23.89 8.33
O 6.39 -23.40 9.43
C 5.53 -25.24 7.20
C 5.81 -22.78 6.58
C 9.28 -24.09 9.80
H 7.12 -26.02 10.24
H 8.74 -26.49 10.16
H 7.80 -27.05 8.94
H 10.05 -25.76 7.64
H 9.76 -24.07 7.28
H 8.01 -26.39 6.40
H 9.23 -25.54 5.40
H 6.94 -24.69 4.96
H 8.08 -23.52 5.48
H 6.12 -26.10 7.50
H 5.23 -25.49 6.18
H 4.66 -25.08 7.83
H 6.33 -21.82 6.62
H 4.84 -22.60 7.05
H 5.63 -22.82 5.50
H 8.79 -24.00 10.77
H 9.45 -23.05 9.55
H 10.31 -24.47 9.85
C 11.09 -20.79 17.54
C 10.96 -19.28 17.06
C 12.42 -18.82 16.95
O 10.09 -19.21 15.94
H 11.53 -21.42 16.77
H 10.14 -21.30 17.68
H 11.80 -20.95 18.36
H 10.52 -18.76 17.91
H 13.03 -19.16 17.78
H 12.48 -17.73 17.04
H 12.94 -19.08 16.02
C 1.01 -16.56 8.82
C 2.25 -15.88 8.69
C 1.92 -14.41 8.53
O 3.17 -16.27 9.65
H 1.18 -17.63 8.82
H 0.39 -16.26 7.98
H 0.51 -16.24 9.73
H 2.63 -16.10 7.69
H 1.12 -14.27 7.80
H 2.74 -13.77 8.20
H 1.56 -13.92 9.43
C -1.07 -12.92 16.84
C -0.42 -13.17 15.61
C 0.73 -14.00 15.64
C 1.22 -14.45 16.94
C 0.53 -14.15 18.13
C -0.61 -13.40 18.09
N 2.50 -15.25 16.98
O 2.90 -15.87 15.99
O 3.08 -15.26 18.05
H -2.00 -12.37 16.89
H -0.81 -12.83 14.66
H 1.25 -14.25 14.72
H 0.94 -14.50 19.07
H -1.14 -13.22 19.01
C 6.62 -26.82 19.66
C 6.03 -25.85 20.43
C 5.57 -24.66 19.86
C 5.65 -24.50 18.47
C 6.26 -25.52 17.68
C 6.86 -26.57 18.31
N 5.24 -23.25 17.80
O 5.52 -23.09 16.68
O 4.73 -22.39 18.46
H 6.91 -27.73 20.16
H 5.85 -26.05 21.47
H 5.13 -23.86 20.44
H 6.28 -25.41 16.60
H 7.38 -27.33 17.73
C 5.09 -8.43 13.61
C 4.90 -9.53 12.80
C 5.70 -10.66 12.97
C 6.54 -10.77 14.07
C 6.74 -9.67 14.90
C 5.94 -8.54 14.69
N 7.28 -12.02 14.28
O 6.93 -13.05 13.66
O 8.29 -11.89 14.93
H 4.52 -7.53 13.42
H 4.29 -9.58 11.90
H 5.53 -11.47 12.27
H 7.29 -9.78 15.83
H 5.96 -7.77 15.44
C -3.75 -23.55 10.11
C -2.40 -23.90 10.05
C -1.44 -23.17 10.79
C -1.83 -22.09 11.59
C -3.18 -21.68 11.58
C -4.11 -22.39 10.87
N -0.85 -21.17 12.25
O 0.31 -21.32 11.92
O -1.26 -20.42 13.10
H -4.41 -24.02 9.40
H -2.13 -24.77 9.46
H -0.39 -23.43 10.68
H -3.54 -20.86 12.18
H -5.12 -22.00 10.90
*
```

=====

# 2
Formula: C14H16F5O5S
Source: the Open Molecules 2025 dataset
Level of theory: ωB97M-V/def2-TZVPD

Total energy   -1816.12795 Eh
Strongest force on any atom   4.9 eV Å⁻¹
E_HOMO   -2.079 eV
LUMO   0.42 eV

Structure (ORCA input):
```
! RIJCOSX wB97M-V def2-TZVPD def2/J DEFGRID3
* xyz -1 1
C -1.16 -1.07 4.04
C -0.80 -2.01 2.74
S -0.35 -1.08 1.18
O -0.47 -2.24 -0.09
C 0.94 -2.65 -0.31
C 1.59 -1.95 -1.65
C 0.57 -2.05 -2.96
O 2.02 -0.55 -1.38
C -1.58 0.27 0.76
F -2.71 0.41 1.70
F -2.20 -0.13 -0.56
C -0.80 1.70 0.43
C -1.64 2.86 -0.43
C -0.85 4.26 -0.79
C 0.70 4.62 -0.36
C 1.52 3.48 0.51
C 3.10 3.69 1.01
F 3.23 4.73 2.07
F 3.69 2.40 1.53
F 3.98 4.12 -0.13
C 0.74 2.05 0.88
H -1.13 0.09 3.76
H -2.29 -1.32 4.32
H -0.52 -1.33 4.99
H -1.63 -2.85 2.55
H 0.18 -2.63 3.05
H 1.57 -2.24 0.62
H 1.07 -3.82 -0.29
H 2.56 -2.56 -1.92
H 0.27 -3.18 -3.08
H -0.32 -1.33 -2.73
H 1.18 -1.66 -3.90
H 2.56 -0.49 -0.53
H -2.76 2.72 -0.78
H -1.42 5.11 -1.41
H 1.24 5.65 -0.65
H 1.37 1.27 1.48
C -2.91 -3.08 -3.41
O -4.08 -3.12 -3.04
O -2.21 -2.06 -3.43
O -2.25 -4.04 -3.80
*
```

=====

# 3
Formula: C9H20B2Cl2CsF2K2LiN2O12Si2
Source: the Open Molecules 2025 dataset
Level of theory: ωB97M-V/def2-TZVPD

Total energy   -4343.84789 Eh
Strongest force on any atom   5.0 eV Å⁻¹
E_HOMO   -4.680 eV
LUMO   -2.73 eV

Structure (ORCA input):
```
! RIJCOSX wB97M-V def2-TZVPD def2/J DEFGRID3
* xyz 0 1
N 0.35 0.58 -0.02
C -0.09 1.61 -0.96
Si -1.66 1.05 -1.76
C -3.14 1.45 -0.72
C -2.81 1.96 0.69
C -3.99 1.70 1.57
N -4.78 2.83 1.80
O -4.26 0.58 1.95
C -1.83 1.77 -3.47
B -0.76 2.85 -3.85
O -1.00 4.16 -3.72
O 0.45 2.48 -4.37
O -1.35 -0.58 -1.92
Si -2.38 -1.66 -2.64
H -0.33 -0.15 0.14
H 0.64 0.92 0.89
H 0.69 1.69 -1.71
H -0.23 2.59 -0.52
H -3.80 0.59 -0.65
H -3.71 2.21 -1.25
H -1.97 1.44 1.12
H -2.61 3.02 0.65
H -5.65 2.51 2.22
H -4.34 3.50 2.43
H -2.82 2.21 -3.54
H -1.78 0.98 -4.22
H -1.86 4.35 -3.33
H 1.18 2.45 -3.75
H -1.78 -2.08 -3.92
H -3.68 -0.98 -2.87
H -2.54 -2.81 -1.74
Li 0.83 -0.30 -2.64
C -5.58 -2.14 4.45
Cl -7.16 -1.37 4.57
Cl -5.48 -3.29 3.11
H -4.84 -1.37 4.29
H -5.40 -2.68 5.37
B 4.37 -1.56 0.85
O 3.15 -0.67 0.90
C 2.58 -0.77 2.06
O 1.57 -0.23 2.43
C 3.43 -1.75 2.94
O 3.16 -2.07 4.06
O 4.44 -2.19 2.23
F 5.49 -0.78 0.65
F 4.22 -2.51 -0.09
K 3.20 -1.53 -3.93
C 7.69 -1.89 -1.27
O 7.40 -2.40 -0.16
O 6.80 -1.54 -2.13
O 8.89 -1.60 -1.58
Cs 2.39 -4.27 2.90
K 6.92 0.51 1.03
O 6.86 -3.58 4.16
H 6.90 -3.26 3.26
*
```

=====

- Number 1 is which compound?
  C48H70HfN6O12